No. 1
Here is a 10-piece molecular cluster, C38H58F16O11S7 overall in a non-equilibrium geometry from OMol25. Energies are from ωB97M-V/def2-TZVPD.

Structure (XYZ):
```
130
Properties=species:S:1:pos:R:3:forces:R:3
C 9.3462 1.6261 0.3573 -0.4284 -0.6588 -0.2706
C 9.2548 2.7575 1.3574 0.7926 0.3532 -0.8041
C 10.4660 3.7069 1.2095 -0.5721 0.8452 0.8086
F 11.5966 3.0850 1.6021 0.1154 -0.2318 -0.3669
F 10.5895 4.1601 -0.0598 0.1114 -0.4047 -0.0583
F 8.1429 3.5059 1.1145 0.2140 -0.0974 0.2369
F 9.2494 2.3524 2.6379 -0.3183 -0.1900 0.1714
O 8.2986 0.6592 0.4570 -0.4222 0.3006 -0.0467
C 7.0586 0.9373 -0.0923 1.1080 -0.1115 1.7973
C 6.4647 -0.4468 -0.3317 -0.2628 -1.0319 0.8689
F 6.4575 -1.1406 0.8649 -0.3626 0.6490 -0.6681
F 5.1980 -0.3617 -0.7984 0.2688 -0.0304 0.4827
F 6.3189 1.6841 0.7759 0.0587 -0.6415 -0.8348
F 7.1994 1.5998 -1.2295 -0.4555 0.4618 -0.7692
H 10.2253 1.0023 0.4873 0.3033 0.4068 0.2756
H 9.3835 2.0664 -0.6380 -0.0471 0.0340 -0.0208
H 10.3094 4.5766 1.8594 0.0043 -0.1191 -0.0510
H 7.0879 -1.0564 -0.9916 -0.1142 0.3718 -0.2776
C -5.7395 -1.5918 1.8586 0.4342 -0.5609 -0.7679
C -4.9803 -0.2940 1.7332 -1.4011 0.9402 -1.1208
C -4.0815 -0.2982 0.4950 0.2642 -1.3023 0.2305
F -4.8093 -0.5361 -0.6418 -0.0042 0.1966 0.3294
F -3.4530 0.8741 0.3612 0.0133 0.5877 -0.0230
F -5.8827 0.7484 1.5774 0.3050 -0.4155 0.1574
F -4.2530 -0.0102 2.8042 0.5265 -0.0372 0.6286
O -6.5170 -1.6310 3.0259 -0.6095 0.1770 0.3129
C -7.8568 -1.7067 2.8227 0.0555 -0.2331 -0.4685
C -8.4854 -1.6328 4.2063 0.3266 0.2087 0.7654
F -9.8266 -1.5722 4.1529 0.0048 -0.2710 -0.1548
F -8.0977 -2.7174 4.9330 -0.3435 0.0398 -0.3029
F -8.3332 -0.6817 2.0592 0.1914 -0.4907 0.2880
F -8.1883 -2.8651 2.1507 0.0547 0.6869 0.4523
H -5.0279 -2.4204 1.8726 0.0716 0.0914 0.1285
H -6.3672 -1.7192 0.9777 0.0713 0.1075 -0.1337
H -3.3556 -1.1119 0.6214 0.0159 0.2284 -0.1756
H -8.0997 -0.7478 4.7206 -0.1149 0.0290 -0.1269
C -0.9881 2.2726 2.4638 0.8065 -0.6454 0.0064
S -2.0276 2.0730 3.9209 0.1484 -0.0632 -0.2558
O -2.8761 3.2830 3.9855 -0.1157 0.1939 0.1618
C -0.6624 2.3044 5.0786 -0.3093 0.0372 0.4838
H -0.3752 3.1675 2.5665 -0.3073 0.2338 -0.1722
H -1.5651 2.2337 1.5443 -0.2589 0.2815 0.1396
H -0.2880 1.4268 2.4280 -0.1467 -0.0346 0.0927
H -0.1953 3.2726 4.9027 0.1946 -0.1096 -0.1648
H 0.0123 1.4500 5.0205 -0.0464 0.2303 -0.0891
H -1.0766 2.3213 6.0883 -0.1452 -0.0530 -0.1066
C -0.5161 -4.2435 1.1516 -0.8360 -1.3482 0.0806
S -1.4616 -3.4513 2.4830 0.4548 0.2208 -0.3486
O -2.5469 -2.6689 1.8081 -0.1800 -0.0589 0.0447
C -2.2051 -4.9737 3.0849 -1.0628 0.1021 -0.0558
H -0.3102 -5.2452 1.5408 0.6581 0.2061 0.0022
H 0.3723 -3.7243 0.8393 0.2775 0.3370 0.1805
H -1.1511 -4.4585 0.2821 -0.1257 0.5676 0.2043
H -2.7562 -5.4521 2.2705 0.4226 -0.2306 -0.0568
H -2.9844 -4.7130 3.8047 0.2730 0.2632 0.1452
H -1.4797 -5.6185 3.5712 0.1324 -0.0302 -0.1534
C -1.1673 -0.2541 -1.0002 0.7092 0.5451 0.4339
S 0.4227 -0.3972 -1.8240 0.3084 -0.7282 -0.2865
O 0.7893 0.9199 -2.4053 -0.2730 0.3695 -0.0786
C 1.4398 -0.5658 -0.3572 -0.2113 -0.2465 0.9597
H -1.9205 -0.0949 -1.7632 -0.1458 -0.0212 0.0283
H -1.0737 0.6047 -0.3331 -0.2340 0.1113 -0.1167
H -1.3471 -1.1341 -0.3849 -0.0923 -0.2357 -0.2526
H 1.7427 0.4201 -0.0030 0.0858 0.0953 -0.3197
H 2.2981 -1.2174 -0.5058 0.0831 0.2087 -0.3330
H 0.8489 -1.0057 0.4457 -0.1200 -0.1584 0.0199
C 5.3102 -0.3472 -3.5651 0.6434 0.2562 -0.3615
S 4.1954 1.0291 -3.2651 -0.8436 -0.0172 0.3809
O 4.8191 2.3002 -3.7100 0.5947 0.0203 -0.0948
C 3.0092 0.6630 -4.5462 0.4517 -0.1396 -1.1319
H 4.8515 -1.2760 -3.2326 -0.1173 0.0058 -0.1016
H 6.2021 -0.1604 -2.9647 -0.1246 0.0323 -0.1064
H 5.6247 -0.3781 -4.6094 -0.1927 -0.0811 -0.0434
H 2.1822 1.3610 -4.4781 -0.1792 -0.1611 0.3183
H 2.7194 -0.3867 -4.5880 -0.3020 0.0688 0.4478
H 3.5185 0.8592 -5.4989 0.1075 0.0949 0.1802
C 5.4872 4.7729 -1.4815 0.2424 0.2652 -0.7347
S 4.2235 4.1737 -0.3530 0.1757 -0.5909 -0.0079
O 3.7856 5.2922 0.5210 -0.1081 0.2842 0.0133
C 2.9651 3.8451 -1.5777 -1.6536 0.0971 -1.0187
H 5.3912 5.8454 -1.6653 -0.1024 0.0331 0.4449
H 5.3919 4.3103 -2.4655 -0.0249 -0.3834 0.2436
H 6.4681 4.5266 -1.0806 -0.0117 0.1644 0.1593
H 3.2885 3.9614 -2.6089 0.3564 -0.1222 0.0751
H 2.0907 4.5055 -1.5154 0.4459 0.3596 0.5343
H 2.4979 2.8568 -1.5018 0.5292 -0.1194 0.2762
C 2.3312 0.0101 4.2595 0.3314 -0.7882 -0.4167
S 1.7791 -1.3575 5.3028 -0.1819 0.2530 0.4888
O 0.6249 -1.9660 4.5781 0.2752 0.0547 -0.0337
C 3.1924 -2.3983 4.9929 0.1409 -0.5732 -1.4463
H 1.5289 0.7340 4.2547 0.1458 0.1727 -0.1329
H 2.4717 -0.4564 3.2799 -0.2579 0.2617 -0.1077
H 3.2948 0.4306 4.5417 -0.1564 0.1094 0.3800
H 4.1344 -1.9432 5.2799 -0.0093 -0.0328 0.4395
H 3.2275 -2.5414 3.9037 -0.0062 0.2383 0.0302
H 3.0401 -3.4160 5.3478 -0.0070 0.2647 0.6672
C -1.1808 6.1712 -3.6173 -0.8521 0.1130 0.6552
S -0.8515 4.5430 -4.3375 -0.5147 0.1712 -0.0856
O 0.6144 4.3728 -4.4885 0.2278 0.0730 0.0370
C -1.2755 3.5287 -2.9127 0.6452 -0.7219 -0.3122
H -1.7283 6.0388 -2.6791 0.2799 -0.0610 0.0532
H -1.8820 6.7290 -4.2384 0.3748 0.0247 -0.3511
H -0.2712 6.7291 -3.4198 0.1726 -0.1161 -0.1982
H -1.1326 2.5257 -3.3245 -0.0353 -0.0576 0.2524
H -2.2746 3.5962 -2.4926 -0.0902 0.4040 -0.1548
H -0.4788 3.6743 -2.1820 -0.1511 0.1074 0.1472
C -6.8829 -4.8284 0.0666 0.0159 -0.7371 0.3206
C -5.6050 -5.0535 0.5626 0.2299 0.7045 -0.1968
C -4.4761 -4.5884 -0.1197 -0.9279 -0.4908 1.2888
C -4.6235 -3.8744 -1.2988 0.3412 -0.0731 0.4467
C -5.9181 -3.6150 -1.7470 0.5551 -0.8033 -0.1646
C -7.0361 -4.1329 -1.1092 -0.0232 0.0968 -0.4947
C -6.0885 -2.8661 -2.9930 0.5591 1.0528 0.7652
O -7.1615 -2.7153 -3.4987 -1.3787 -0.1748 -0.8172
C -4.9159 -2.1107 -3.4980 0.8320 -0.4220 -0.0026
C -5.1575 -1.1195 -4.4279 -0.7939 -0.0358 -0.6511
C -4.1378 -0.4529 -5.0568 0.9062 0.4537 0.4248
C -2.8314 -0.8178 -4.7519 -0.0148 -0.1821 -0.1547
C -2.5667 -1.7842 -3.7930 0.4514 -0.2318 -0.4744
C -3.5966 -2.4310 -3.1134 -0.3512 0.3503 -0.3059
C -3.3767 -3.3911 -1.9910 -1.6966 0.4147 -0.1101
O -2.3116 -3.7310 -1.5627 1.3970 -0.0843 -0.1058
H -7.7163 -5.2812 0.5910 -0.1305 0.2786 -0.0907
H -5.4714 -5.5012 1.5404 -0.0534 -0.2370 -0.1226
H -3.5748 -4.7644 0.4459 0.5504 0.2746 -0.8213
H -7.9771 -4.0045 -1.6305 -0.1194 0.0986 0.3473
H -6.1759 -0.9379 -4.7534 -0.0206 0.0169 0.3429
H -4.3128 0.3901 -5.7113 -0.1734 -0.2223 -0.2496
H -1.9953 -0.4166 -5.3109 -0.0401 0.2370 0.1078
H -1.5205 -2.0617 -3.7179 -0.1321 -0.1755 0.6479
```
Forces are in eV/Å.

Results
Lowest unoccupied orbital energy ... -0.0440 Eh
Multiplicity ... 1
Relative energy (zero: lowest compared OMol25 entry of this formula, charge and spin) ... 0.0 kJ/mol

***

No. 2
Here is a 4-piece molecular cluster, C38H58F25IN2O6 overall in a non-equilibrium geometry from OMol25. Energies are from ωB97M-V/def2-TZVPD.

Structure (XYZ):
```
130
Properties=species:S:1:pos:R:3:forces:R:3
H 3.4117 4.2380 -5.1280 -0.7210 -0.3520 0.7714
N 2.9490 4.2000 -4.1925 -4.3965 -2.9844 0.2320
C 1.8488 3.3797 -4.2195 2.7727 1.2456 -1.6160
C 1.5068 2.5939 -5.6561 0.3837 -0.2827 0.9641
C 0.8372 3.0479 -2.9728 0.1078 -0.3529 -0.5560
C 1.5163 3.1254 -1.4830 -0.0419 -0.6180 0.4247
C 0.3953 2.9702 -0.2896 -1.1278 -0.7879 0.0775
C -0.8037 1.8631 -0.6546 -0.4748 1.0020 1.9505
C -1.8801 1.9594 0.6216 0.7408 -0.2622 -1.6322
N -3.1541 1.2441 0.1467 0.5965 0.9673 1.1654
C 2.6864 1.9366 -1.4490 1.4232 0.8140 -0.1931
O 2.5130 0.9745 -0.3499 0.4181 -0.6208 -1.9824
C 2.7989 -0.4085 -0.7617 -0.1796 -2.0634 1.0166
C 4.3062 -0.6609 -1.3565 0.9465 0.4186 -0.6872
C 5.5266 -0.1414 -0.3826 0.9194 0.2700 0.0082
C 6.6667 -1.3034 -0.0623 0.6342 0.3710 0.3864
C 2.7053 -1.3212 0.6367 0.1988 0.5165 -0.0600
C 2.8546 -2.9322 0.3731 -0.5516 -0.4653 0.3994
C 3.9054 -3.7002 1.3746 -0.9723 -0.9429 -0.5439
F 5.0918 -4.1920 0.5804 -2.2064 1.2640 1.7059
C 1.5829 -0.9830 -1.7298 0.2152 0.3253 -0.4623
C 2.1211 -1.8031 -3.0540 -1.2952 0.5366 -0.8718
C 0.7573 -2.1062 -3.9727 -0.4209 0.5364 0.7557
C -0.2050 -3.2632 -3.2904 -0.2013 0.2621 0.2504
C -1.8059 -3.1094 -3.6909 0.2998 -1.5901 0.6911
O -2.4018 -1.8280 -3.2375 -0.7301 -1.9742 0.0259
C -3.5088 -2.0615 -2.2970 -0.3252 0.8773 1.7464
C -2.8992 -2.3884 -0.7788 -0.4923 -0.9400 -0.9221
O 2.2468 4.3938 -1.2106 -2.3100 0.4444 -1.6260
C 1.4675 5.5661 -1.6368 -0.2757 -0.2166 -0.2835
I 1.8972 7.1445 -0.1198 -0.2473 -0.7438 -0.9136
H 0.5991 3.1030 -6.1956 1.6739 -1.1763 1.0910
H 1.3185 1.4387 -5.4274 0.0725 2.5621 -0.5421
H 2.4554 2.6301 -6.3444 -1.8747 0.1456 1.3413
H -0.1477 3.6939 -3.0918 2.0980 -1.1463 0.2776
H 0.4855 1.9180 -3.1268 0.7869 2.4710 0.3293
H -0.2002 3.9793 -0.0619 1.5644 -1.9288 -0.8501
H 0.8623 2.6604 0.7647 -0.6695 0.5834 -2.5793
H -1.4278 2.1663 -1.6032 1.5024 -0.7486 1.6453
H -0.4214 0.7571 -0.6531 -0.7031 2.2410 -0.3745
H -2.1279 3.0824 0.8727 0.8401 -2.0821 -0.2359
H -1.3438 1.3840 1.5075 -1.5617 1.2831 -1.6243
H -3.7857 1.2540 0.9780 0.2786 0.0233 -1.3053
H -3.5923 1.7621 -0.6608 0.6379 -0.5457 1.5000
H 3.7406 2.4639 -1.2610 -2.3729 -0.8411 -0.4646
H 2.8090 1.3995 -2.5064 -0.6710 1.0876 2.2741
H 4.5417 -1.8070 -1.5884 -0.9622 2.4786 0.6159
H 4.4573 -0.1076 -2.3998 -0.5039 -1.1696 2.1820
H 6.1204 0.7302 -0.9357 -1.5261 -1.7333 1.2389
H 5.1610 0.2815 0.6544 0.4911 -0.7642 -2.2688
H 6.4452 -2.3354 -0.5798 0.3456 2.0807 1.1731
H 6.7725 -1.4396 1.1153 -0.3459 0.0243 -2.5815
H 7.7432 -0.9339 -0.4190 -2.3994 -0.8157 0.6606
H 1.6505 -1.1204 1.1243 2.2226 -0.2752 -1.0352
H 3.5456 -0.9830 1.4112 -1.8605 -0.6071 -1.7394
H 1.7762 -3.4036 0.5705 2.3956 0.8744 -0.4178
H 3.1381 -3.2323 -0.7218 -0.4506 0.7301 2.1142
H 3.3534 -4.6966 1.7309 1.5307 2.1929 -0.6076
H 4.2307 -3.0465 2.3026 -0.3061 -1.4650 -2.2692
H 0.9087 -0.0945 -2.1556 1.6602 -1.7733 0.9988
H 0.8429 -1.6180 -1.0472 1.6743 1.1787 -1.6043
H 2.7343 -2.7704 -2.8141 -1.3304 1.7810 -0.4126
H 2.7960 -1.1100 -3.7445 -1.2901 -1.3499 1.7256
H 1.0283 -2.3127 -5.0981 -0.5493 0.0480 2.2805
H 0.1113 -1.1028 -3.9736 1.4463 -2.0560 -0.0013
H 0.2116 -4.3180 -3.5917 -1.0632 1.9045 0.4485
H -0.1798 -3.2313 -2.0977 0.1671 0.1490 -2.6277
H -2.3913 -3.9716 -3.1092 1.3548 1.6372 -1.3680
H -1.9428 -3.3152 -4.8385 0.1139 0.8400 2.0850
H -4.2681 -2.8960 -2.6345 1.6840 1.4392 0.4518
H -4.1495 -1.0669 -2.1602 1.6561 -1.9481 -0.7417
H -1.8064 -1.9744 -0.7160 -2.2627 -0.5771 0.0099
H -2.8681 -3.5631 -0.6688 0.0864 2.3208 -0.0046
H -3.6176 -1.9557 0.0375 1.5998 -0.7370 -1.5462
H 0.3056 5.4297 -1.6094 2.2925 0.0455 0.1664
H 1.7577 6.0057 -2.6816 -0.1357 -1.0510 2.1084
F 0.8427 -1.3828 5.4164 0.4155 0.2169 -0.5225
C 2.0292 -1.3117 4.7718 -0.5077 0.8494 -0.6613
F 1.7392 -1.2743 3.4406 0.2918 -0.2553 0.3224
C 2.9439 -2.4884 5.0885 0.0277 -1.1069 0.2507
F 2.4333 -3.6583 4.6224 -0.0068 0.4323 -0.0364
F 4.1202 -2.3057 4.4090 -0.2364 0.5010 0.2372
C 3.3032 -2.6558 6.5737 0.8781 -0.2160 0.6307
O 2.5130 -3.5897 7.3189 -1.5826 0.9524 -0.2932
C 1.2663 -3.0901 7.7982 1.9968 0.4310 0.5113
F 1.2605 -1.7412 7.6859 -0.5004 -0.5740 0.5420
F 1.2474 -3.3548 9.1330 -0.3690 -0.1791 -0.7342
C 0.0559 -3.7539 7.1254 -0.7994 -0.3792 -0.5170
F 0.1026 -3.6422 5.7729 0.1010 -0.2919 0.6062
F -1.1063 -3.1683 7.5219 0.5554 0.0438 0.2110
H 2.5092 -0.3591 5.0292 0.0776 -0.2047 0.0657
H 4.3161 -3.0767 6.6033 -0.3218 -0.0949 -0.1891
H 3.3926 -1.6920 7.0928 -0.2603 -0.1845 -0.2998
H 0.0044 -4.8180 7.3718 0.2067 0.1030 0.1443
F -9.0573 -2.6147 -5.8049 0.3850 0.2239 -0.4945
C -7.8708 -2.5436 -6.4495 -0.4825 0.8209 -0.7975
F -8.1608 -2.5063 -7.7807 0.3194 -0.2171 0.2434
C -6.9561 -3.7204 -6.1328 0.1510 -1.1304 0.0986
F -7.4667 -4.8902 -6.5988 -0.0104 0.4563 0.0268
F -5.7798 -3.5377 -6.8123 -0.3151 0.4516 0.2264
C -6.5968 -3.8878 -4.6476 0.8679 -0.2039 0.5955
O -7.3870 -4.8216 -3.9024 -1.6013 0.9435 -0.2397
C -8.6337 -4.3221 -3.4231 2.0116 0.4148 0.4511
F -8.6395 -2.9731 -3.5354 -0.4997 -0.5655 0.5571
F -8.6526 -4.5867 -2.0883 -0.3663 -0.1783 -0.6962
C -9.8441 -4.9858 -4.0959 -0.7896 -0.3750 -0.5754
F -9.7974 -4.8741 -5.4484 0.0979 -0.2974 0.6510
F -11.0063 -4.4002 -3.6994 0.5444 0.0484 0.2250
H -7.3908 -1.5910 -6.1921 0.0787 -0.2080 0.0731
H -5.5839 -4.3086 -4.6179 -0.3105 -0.0949 -0.1937
H -6.5074 -2.9239 -4.1285 -0.2536 -0.1764 -0.2940
H -9.8956 -6.0499 -3.8495 0.2071 0.1020 0.1462
F 2.2422 7.6299 4.9642 -0.1698 0.2852 -0.5035
C 1.5072 7.6341 3.8293 0.6171 0.9693 -0.4461
F 1.1781 8.9353 3.5919 -0.2494 -0.3512 -0.0337
C 0.2535 6.7747 3.9352 -0.9034 -0.2944 0.4652
F -0.6213 7.2765 4.8458 0.3361 0.0510 -0.1979
F -0.4000 6.8282 2.7315 0.5611 0.0000 0.1334
C 0.5031 5.2902 4.2465 -0.3291 -0.9491 -0.4051
O 0.3977 4.9011 5.6210 1.4328 1.0755 0.6504
C 1.5577 5.1412 6.4151 -0.4711 -1.2094 -1.6995
F 2.6022 5.4112 5.5975 -0.0275 -0.3339 0.9174
F 1.8494 3.9555 7.0161 -0.2090 0.6853 0.1888
C 1.3385 6.2201 7.4857 -0.1616 0.8467 0.5927
F 0.9045 7.3886 6.9471 -0.0382 -0.6722 0.3272
F 2.4976 6.5027 8.1397 -0.1179 -0.4493 -0.3460
H 2.1444 7.3011 3.0002 -0.1964 -0.1536 0.0976
H -0.2958 4.7287 3.7461 0.0039 0.3038 0.2289
H 1.4282 4.9170 3.7870 -0.1398 0.3660 0.1858
H 0.5993 5.8966 8.2236 0.0384 -0.2122 -0.1637
```
Forces are in eV/Å.

Results
Lowest unoccupied orbital energy ... 0.0064 Eh
Multiplicity ... 1
SMILES ... [H]/N=C(\C)C[C@@](CCCN)(CO[C@@](CCC)(CCCF)CCCCCOCC)OCI.FC(F)C(F)(F)COC(F)(F)C(F)F.FC(F)C(F)(F)COC(F)(F)C(F)F.FC(F)C(F)(F)COC(F)(F)C(F)F

***

Number 1: M 1219.31 g mol⁻¹, HOMO level -8.1 eV, frontier orbital gap 6.936 eV. Number 2: M 1240.74 g mol⁻¹, HOMO level -9.4 eV, frontier orbital gap 9.579 eV.